16
Properties=species:S:1:pos:R:3:forces:R:3:lowdin_charge:R:1 method="wB97M-V/def2-TZVPD" total_charge=0 e_lumo_ev=0.6 e_homo_ev=-8.701
C -0.761 -1.837 0.138 2.824 0.107 0.463 -0.23
C -0.355 -0.464 -0.351 -1.502 1.540 4.260 -0.44
C 0.549 1.633 0.809 5.881 0.466 -0.613 -0.20
H -2.824 -2.121 0.849 3.458 0.060 0.950 0.13
H -1.460 -2.745 1.926 -1.121 1.876 -2.345 0.11
H -0.823 -2.343 -0.862 0.052 -0.642 1.315 0.12
H 0.261 -1.957 0.756 -1.954 -0.910 -1.636 0.17
H -0.930 0.520 1.303 -1.539 -0.507 1.104 0.09
H 0.026 2.577 1.339 1.485 -2.505 -1.029 0.15
H 2.521 1.067 0.055 -1.462 -0.445 0.411 0.01
H 1.279 0.893 -2.359 -0.273 0.005 -0.058 0.11
N -1.761 -2.011 1.174 -2.256 -1.154 0.563 -0.06
N -0.377 0.600 0.502 0.411 2.406 1.856 0.05
N 1.950 1.685 0.649 -6.153 1.261 1.118 0.03
N 0.198 -0.266 -1.405 2.108 -1.777 -6.018 0.03
O 0.660 1.008 -1.628 0.041 0.217 -0.341 -0.07



38
Properties=species:S:1:pos:R:3:forces:R:3:lowdin_charge:R:1 method="wB97M-V/def2-TZVPD" total_charge=-1 e_lumo_ev=2.8 e_homo_ev=-6.239
C -1.770 1.987 4.175 0.724 -2.165 -0.479 -0.03
C -1.319 0.713 3.856 -0.506 1.766 0.376 -0.24
S -0.392 0.298 2.306 -1.067 -1.014 -2.467 0.59
O -0.423 1.420 1.310 0.058 -1.903 2.509 -0.38
O -1.049 -0.954 1.778 1.945 2.238 1.742 -0.41
N 1.183 -0.104 2.822 -0.864 2.096 0.582 -0.35
S 2.125 1.283 3.066 -0.837 2.773 -3.183 0.58
O 1.390 2.485 3.555 1.365 -2.842 0.307 -0.37
O 2.846 1.642 1.803 -0.536 -1.570 2.959 -0.38
O 3.277 0.808 4.201 -1.713 -0.150 -1.176 -0.21
H -2.211 2.633 3.377 1.480 -0.019 0.802 0.07
H -1.671 2.295 5.258 -1.209 -0.436 -1.258 0.07
H -1.483 -0.140 4.563 1.259 0.853 -0.518 0.08
H 2.854 0.083 4.699 0.109 0.254 -0.187 0.06
O -4.819 1.242 -2.613 -0.070 -0.231 0.347 0.09
C -3.956 0.547 -2.139 -0.183 0.509 -0.019 -0.49
O -3.959 0.111 -0.857 -0.349 0.214 -0.673 0.03
C -2.733 -0.601 -0.590 0.409 -0.169 0.363 -0.15
C -2.227 -1.038 -1.941 0.341 -0.220 -0.363 -0.15
C -2.708 0.080 -2.846 0.067 -0.534 0.064 -0.08
H -2.038 0.073 -0.090 -0.152 -0.049 -0.011 0.09
H -2.936 -1.447 0.066 -0.116 0.259 0.079 0.12
H -1.149 -1.190 -1.961 -0.254 -0.022 0.133 0.08
H -2.706 -1.978 -2.235 0.064 0.030 0.018 0.12
H -1.995 0.906 -2.889 -0.095 0.039 -0.071 0.13
H -2.937 -0.282 -3.848 -0.035 0.364 -0.046 0.12
O 0.520 -2.398 -1.426 0.462 -0.343 -0.619 0.11
C 1.497 -1.807 -1.792 -0.392 -0.011 0.881 -0.47
O 2.312 -2.231 -2.797 -0.185 -0.119 -0.057 0.02
C 3.439 -1.350 -2.898 0.295 0.108 -0.171 -0.17
C 2.990 -0.052 -2.261 0.182 0.462 0.055 -0.16
C 2.027 -0.531 -1.192 0.125 0.315 -0.412 -0.07
H 4.283 -1.803 -2.370 -0.047 0.003 0.005 0.12
H 3.708 -1.221 -3.947 -0.100 -0.239 0.022 0.12
H 3.816 0.545 -1.873 -0.024 -0.075 -0.029 0.12
H 2.452 0.554 -2.995 0.071 -0.041 0.016 0.12
H 2.539 -0.764 -0.255 -0.215 0.087 0.094 0.14
H 1.225 0.185 -1.020 -0.009 -0.218 0.386 0.13



78
Properties=species:S:1:pos:R:3:forces:R:3:lowdin_spin:R:1 method="wB97M-V/def2-TZVPD" multiplicity=2 total_charge=+1 e_lumo_ev="-4.5 / -9.5" e_homo_ev="-12.130 / -12.130"
O 3.751 -0.159 0.751 -1.994 -3.081 -0.481 0.00
C 3.534 0.721 1.525 3.168 1.410 -0.583 0.00
O 2.770 0.816 2.599 -0.532 -0.174 0.319 0.00
C 1.994 -0.321 3.014 -0.766 -0.687 -0.456 0.00
C 1.102 0.029 4.172 -0.538 0.098 1.573 0.00
C 4.436 1.876 1.260 -0.291 2.659 1.068 0.00
H 2.623 -1.190 3.210 0.291 0.274 0.159 0.00
H 1.352 -0.644 2.193 0.144 0.029 -0.142 0.00
H 0.710 -0.826 4.723 0.166 -0.715 -0.610 0.00
H 0.176 0.566 3.967 0.216 0.329 -0.618 0.00
H 1.558 0.527 5.028 0.608 0.473 -0.390 0.00
H 5.415 1.719 0.809 -0.385 -0.933 0.028 0.00
H 4.610 2.474 2.154 -0.080 0.098 0.112 0.00
H 3.892 2.543 0.591 0.001 0.085 -0.109 0.00
O 2.185 -3.551 -3.363 0.200 0.785 -0.236 0.78
C 2.487 -2.570 -4.081 -0.454 1.753 -2.783 0.06
O 1.709 -2.171 -5.104 2.310 -0.910 2.338 0.08
C 0.360 -2.557 -5.150 -4.156 1.216 -0.752 0.01
C -0.345 -1.886 -6.384 -0.476 -1.483 -0.397 0.01
C 3.733 -1.711 -3.958 0.873 -0.202 0.596 0.05
H -0.200 -2.114 -4.326 0.688 0.206 0.581 0.00
H 0.112 -3.615 -5.071 0.867 -0.233 -0.410 0.00
H -0.475 -2.634 -7.166 1.016 0.181 -0.542 0.00
H 0.000 -0.923 -6.761 0.587 -0.307 0.260 0.00
H -1.417 -1.739 -6.251 0.008 0.260 1.173 0.00
H 4.646 -2.160 -4.350 -0.184 -0.949 0.155 0.00
H 3.942 -1.472 -2.915 -0.165 -0.093 0.082 0.00
H 3.732 -0.797 -4.552 -1.180 -0.012 0.026 0.01
C 1.300 -6.229 3.895 0.438 -0.289 1.014 0.00
C 0.284 -5.269 4.453 -1.465 -1.704 1.891 0.00
O 0.440 -4.086 3.747 -0.207 0.836 -0.385 0.00
C 1.199 -4.380 2.697 0.637 8.462 -4.414 0.00
O 1.494 -3.518 1.780 -1.660 -3.298 3.541 0.00
O 1.712 -5.501 2.753 2.256 -4.962 -0.893 0.00
H 0.920 -7.226 3.673 -0.078 0.277 -0.456 0.00
H 2.142 -6.368 4.574 0.228 0.147 -0.237 0.00
H 0.408 -5.136 5.528 0.022 0.347 -0.113 0.00
H -0.712 -5.685 4.298 -0.230 0.302 -0.037 0.00
C -4.395 0.656 -0.078 0.743 1.206 0.221 0.00
C -4.772 -0.783 -0.018 0.530 0.523 -0.881 0.00
O -5.000 -0.933 1.337 -2.394 -1.210 2.799 0.00
C -5.398 0.225 1.995 1.954 1.817 0.688 0.00
O -5.874 0.420 3.108 1.305 -1.303 -4.070 0.00
O -4.795 1.261 1.194 -1.546 -1.565 -0.002 0.00
H -4.903 1.106 -0.930 0.308 0.595 0.272 0.00
H -3.307 0.682 -0.144 -0.042 0.722 -0.113 0.00
H -3.934 -1.406 -0.332 -0.111 -0.178 0.271 0.00
H -5.579 -0.938 -0.735 -0.666 -0.623 0.743 0.00
C 0.283 -0.611 -0.301 -0.057 0.466 1.259 0.00
C 1.268 -0.396 -1.384 1.015 1.418 -0.358 0.00
O 0.451 -0.059 -2.509 -0.301 -0.365 -0.806 0.00
C -0.874 -0.020 -2.133 -1.024 1.177 -5.675 0.00
O -1.779 0.275 -2.956 2.877 -1.018 3.168 0.00
O -0.968 -0.382 -0.926 -2.284 -1.168 2.151 0.00
H 0.268 0.202 0.425 0.716 -0.531 0.486 0.00
H 0.410 -1.622 0.085 -0.708 0.180 0.482 0.00
H 1.914 -1.268 -1.491 -0.192 -0.114 -0.617 0.00
H 1.893 0.476 -1.191 0.121 -0.178 0.037 0.00
C 1.190 3.891 2.844 0.472 0.325 -0.744 0.00
C -0.293 3.574 2.559 1.353 0.304 0.912 0.00
O -0.188 2.911 1.319 -3.378 -0.350 -0.312 0.00
C 0.959 3.020 0.767 3.788 -1.075 -1.764 0.00
O 1.290 2.575 -0.319 -0.982 0.430 0.782 0.00
O 1.877 3.536 1.593 -0.929 0.272 1.042 0.00
H 1.493 3.255 3.675 0.702 0.269 -0.218 0.00
H 1.455 4.945 2.928 -0.361 -0.152 0.735 0.00
H -0.893 4.484 2.526 -0.310 -0.386 -0.257 0.00
H -0.611 2.837 3.297 -0.551 0.332 -0.150 0.00
C -3.479 3.893 -1.116 -0.790 -1.133 -0.403 0.00
C -2.474 3.616 -2.131 0.979 -2.922 -2.978 0.00
O -2.359 4.718 -2.965 -0.060 2.285 0.127 0.00
C -2.762 5.792 -2.241 0.592 1.270 0.261 0.00
O -2.637 6.960 -2.573 -0.801 -3.345 1.450 0.00
O -3.261 5.262 -0.992 0.646 2.822 -0.122 0.00
H -3.102 3.119 -0.447 -0.520 1.087 1.927 0.00
H -4.550 3.736 -1.244 0.048 -0.240 -0.592 0.00
H -2.588 2.811 -2.857 -0.585 -0.525 0.496 0.00
H -1.558 3.348 -1.604 0.562 0.688 -0.118 0.00



71
Properties=species:S:1:pos:R:3:forces:R:3:lowdin_charge:R:1 method="wB97M-V/def2-TZVPD" total_charge=-2 e_lumo_ev=3.8 e_homo_ev=-0.055
C 4.226 -1.546 0.803 0.180 -0.005 0.221 -0.22
C 4.916 -0.305 0.247 0.026 0.359 -0.610 -0.53
P 3.993 1.229 0.779 0.154 0.075 1.886 0.79
C 4.972 2.728 0.261 -0.151 -0.442 -1.041 -0.50
C 5.439 2.690 -1.214 -0.036 0.310 0.990 -0.19
P 1.954 1.277 -0.269 0.142 0.231 -0.312 0.42
C 1.114 2.020 1.312 -0.390 0.513 1.278 -0.90
O 0.741 3.225 1.355 0.436 -0.394 -0.616 -0.17
O 1.002 1.201 2.262 -0.268 -0.368 -0.212 -0.20
C 0.212 1.151 -1.194 0.824 -0.213 -0.973 -0.57
F -0.663 2.157 -0.930 -0.545 0.102 0.008 0.02
F 0.429 1.199 -2.579 -0.299 0.175 -0.134 -0.04
C -0.483 -0.169 -0.954 -0.324 0.723 0.656 -0.34
F -1.752 -0.188 -1.530 0.126 0.002 0.262 -0.01
F 0.199 -1.191 -1.505 0.013 -0.246 -0.111 0.06
H 4.119 -1.422 1.881 -0.174 -0.068 0.100 0.04
H 3.238 -1.695 0.381 -0.155 0.081 -0.050 0.04
H 4.813 -2.452 0.632 0.087 -0.048 -0.104 0.05
H 5.927 -0.265 0.661 0.122 0.128 -0.042 0.05
H 5.005 -0.384 -0.843 0.028 -0.080 -0.078 0.04
H 5.806 2.918 0.937 0.131 -0.170 0.064 0.03
H 4.276 3.557 0.391 -0.134 0.048 0.123 0.05
H 5.825 1.694 -1.411 0.231 0.014 -0.370 0.03
H 6.210 3.452 -1.366 0.138 -0.074 -0.304 0.04
H 4.598 2.900 -1.866 -0.113 -0.131 -0.177 0.05
H 2.200 2.615 -0.838 -0.245 0.094 -0.027 -0.02
H 2.556 0.708 -1.484 -0.079 -0.236 -0.014 -0.04
H 1.720 -0.059 0.285 0.145 -0.054 0.048 -0.03
H -0.615 -0.309 0.119 0.046 -0.269 0.073 0.15
C 0.594 -1.019 5.352 0.520 0.182 -0.001 -0.05
C 0.654 -2.497 5.049 -0.681 0.311 -0.054 -0.19
O 2.017 -2.950 4.881 0.127 -0.197 -0.057 0.05
C 2.683 -3.221 5.979 -0.500 0.170 -0.112 -0.42
O 2.283 -3.140 7.106 0.220 -0.124 0.203 0.15
C 4.089 -3.729 5.617 0.395 0.066 -0.126 -0.55
F 4.657 -2.995 4.668 -0.025 0.048 -0.038 0.18
F 4.026 -4.998 5.174 -0.114 -0.089 0.035 0.15
F 4.893 -3.717 6.683 -0.068 -0.026 0.132 0.15
H 1.115 -0.447 4.579 -0.208 0.024 -0.120 0.08
H -0.441 -0.682 5.394 -0.020 -0.031 -0.069 0.08
H 1.072 -0.793 6.307 -0.088 -0.078 0.059 0.07
H 0.157 -2.703 4.104 0.259 -0.049 -0.126 0.13
H 0.160 -3.092 5.818 0.232 -0.072 0.098 0.12
C -2.746 -1.173 -3.766 0.101 -0.349 -0.613 -0.06
C -3.621 -1.247 -4.999 -0.225 0.282 0.607 -0.18
O -2.875 -1.680 -6.164 -0.014 0.004 -0.253 0.04
C -2.705 -2.978 -6.302 -0.245 0.335 0.366 -0.42
O -3.105 -3.839 -5.575 0.044 -0.292 -0.139 0.16
C -1.937 -3.259 -7.603 0.323 -0.081 -0.213 -0.55
F -0.901 -2.435 -7.762 0.013 0.067 0.027 0.17
F -2.746 -3.105 -8.667 -0.133 0.022 0.010 0.15
F -1.473 -4.507 -7.630 -0.071 -0.091 0.072 0.16
H -1.883 -0.537 -3.947 -0.052 0.131 0.073 0.09
H -3.311 -0.771 -2.934 -0.090 0.056 0.002 0.08
H -2.372 -2.158 -3.489 -0.076 -0.013 0.063 0.09
H -4.000 -0.257 -5.247 0.132 -0.010 -0.237 0.12
H -4.481 -1.899 -4.848 0.111 -0.178 -0.132 0.12
C -4.110 4.133 -0.651 -0.403 0.057 0.048 -0.06
C -3.772 2.888 0.137 0.721 0.223 -0.354 -0.17
O -4.762 2.655 1.175 -0.135 -0.090 0.177 0.05
C -5.869 2.054 0.808 0.560 0.144 -0.243 -0.42
O -6.161 1.677 -0.291 -0.344 -0.118 0.003 0.16
C -6.774 1.849 2.035 -0.223 -0.004 0.248 -0.55
F -6.833 2.945 2.800 0.011 0.077 -0.014 0.16
F -6.321 0.846 2.796 0.082 -0.071 -0.021 0.17
F -8.022 1.548 1.669 -0.033 -0.023 -0.117 0.15
H -4.217 4.990 0.016 0.139 0.008 0.009 0.08
H -3.320 4.341 -1.371 0.070 -0.048 0.051 0.09
H -5.053 4.017 -1.189 0.048 -0.060 -0.062 0.07
H -2.820 3.014 0.648 -0.097 -0.083 0.203 0.13
H -3.683 2.015 -0.505 -0.181 -0.085 0.079 0.12



60
Properties=species:S:1:pos:R:3:forces:R:3:lowdin_spin:R:1 method="wB97M-V/def2-TZVPD" multiplicity=6 total_charge=-2 e_lumo_ev="1.5 / 1.5" e_homo_ev="-2.392 / -2.398"
Sm 0.183 0.017 0.055 1.039 1.088 1.284 5.05
O -7.170 -0.128 2.261 0.546 1.179 -0.389 0.00
N -6.736 0.988 1.936 -3.072 0.018 1.022 0.00
O -7.453 2.002 2.002 0.635 -1.065 -0.031 0.00
C -5.426 1.143 1.478 2.289 1.683 -0.973 0.00
C -5.033 2.439 1.151 -1.188 -1.347 0.638 0.00
C -3.758 2.735 0.673 1.353 -0.179 -0.456 0.00
C -3.349 4.055 0.364 0.078 -0.389 0.053 0.00
C -2.072 4.260 -0.080 -0.329 0.111 0.035 0.00
C -1.216 3.162 -0.236 -0.047 -0.319 0.055 0.00
N -1.572 1.910 0.019 -0.168 0.733 -0.092 0.00
C -2.814 1.691 0.481 -0.613 0.444 0.183 0.00
C -3.204 0.338 0.813 -0.285 -0.061 0.162 0.00
N -2.276 -0.611 0.606 -0.481 -0.525 0.169 0.00
C -2.571 -1.869 0.893 0.305 0.277 -0.272 0.00
C -3.783 -2.239 1.467 -0.518 0.371 0.118 0.00
C -4.745 -1.280 1.700 0.285 -0.446 -0.018 0.00
C -4.494 0.055 1.337 0.321 -0.150 -0.067 0.00
H -5.742 3.242 1.283 -0.059 -0.019 -0.007 0.00
H -4.049 4.868 0.492 -0.034 0.094 0.010 0.00
H -1.710 5.247 -0.320 0.047 0.038 0.014 0.00
H -0.202 3.328 -0.567 0.128 -0.175 0.067 0.00
H -1.817 -2.609 0.654 0.073 0.116 0.045 0.00
H -3.969 -3.270 1.729 0.033 -0.065 -0.011 0.00
H -5.686 -1.541 2.156 0.151 -0.047 -0.103 0.00
Cl 6.042 -4.427 2.579 0.181 -0.220 0.165 0.00
C 4.902 -3.316 1.872 -0.251 -0.099 0.136 0.00
C 5.394 -2.254 1.095 -0.213 0.036 -0.051 0.00
C 4.522 -1.394 0.503 -0.103 0.192 -0.148 0.00
C 3.100 -1.515 0.649 0.183 -0.445 0.348 0.00
O 2.323 -0.724 0.052 0.437 -0.192 -0.153 -0.01
C 2.640 -2.576 1.513 0.230 0.564 -0.452 0.00
C 1.254 -2.693 1.817 -0.109 -0.161 0.194 0.00
O 0.350 -1.932 1.469 -0.047 -0.683 0.157 0.00
C 3.562 -3.470 2.088 0.152 0.090 -0.037 0.00
H 6.462 -2.125 0.979 0.013 -0.040 -0.023 0.00
H 4.869 -0.569 -0.101 0.058 0.071 -0.057 0.00
H 0.988 -3.563 2.454 -0.006 0.116 -0.047 0.00
H 3.196 -4.267 2.720 -0.012 -0.116 0.063 0.00
O 1.225 1.873 3.911 -0.444 -0.516 1.111 0.00
C 0.920 1.606 2.770 2.453 2.948 -1.378 0.00
O 0.121 0.786 2.277 -1.787 -1.838 -0.348 -0.01
C 1.674 2.529 1.575 -1.349 -1.184 3.513 0.00
O 2.188 3.563 1.942 0.609 0.940 -0.559 0.00
O 1.540 2.001 0.458 -0.352 -0.395 -2.742 0.00
O 2.155 0.543 -7.086 0.010 -0.788 -0.599 0.00
C 2.134 1.511 -6.328 -0.382 -0.305 1.111 0.00
O 2.416 2.697 -6.519 0.245 0.919 -0.243 0.00
C 1.651 1.201 -4.855 0.198 0.287 -0.548 0.00
C 1.625 2.239 -3.933 -0.125 -0.190 0.136 0.00
C 1.180 1.989 -2.651 0.070 0.309 0.007 0.00
N 0.749 0.793 -2.248 -0.046 -0.083 -0.407 -0.01
C 0.785 -0.215 -3.132 -0.072 -0.288 -0.123 0.00
C 1.235 -0.054 -4.438 -0.020 0.011 0.259 0.00
C 0.279 -1.576 -2.621 0.476 0.008 -1.378 0.00
O 0.439 -2.563 -3.326 -0.045 0.045 0.090 0.00
O -0.299 -1.538 -1.490 -0.566 -0.263 0.550 -0.01
H 1.952 3.222 -4.234 0.033 0.039 -0.065 0.00
H 1.180 2.780 -1.911 0.114 -0.130 0.081 0.00
H 1.260 -0.895 -5.115 -0.022 -0.004 0.003 0.00



18
Properties=species:S:1:pos:R:3:forces:R:3:lowdin_charge:R:1 method="wB97M-V/def2-TZVPD" smiles="CN[C@@H](C)C=O.O" total_charge=0 e_lumo_ev=0.9 e_homo_ev=-8.926
C 0.706 0.712 0.365 3.137 1.090 -0.120 -0.18
N -0.401 -0.064 -0.103 -0.798 1.353 -1.347 -0.07
C -0.269 0.621 -2.450 0.000 0.546 -0.005 -0.05
C -1.096 0.765 -1.151 0.552 -0.415 0.376 -0.36
C -2.476 0.247 -1.426 -0.578 -0.197 0.792 -0.25
O -3.491 0.788 -1.067 0.266 0.101 -0.206 0.07
H 1.627 0.419 -0.167 0.058 -0.816 0.407 0.06
H 0.864 1.786 0.059 -1.738 -0.453 0.169 0.09
H 0.992 0.768 1.422 -0.693 -0.704 -0.017 0.08
H -0.971 -0.569 0.553 -0.134 0.556 0.333 0.11
H -0.657 -0.281 -2.897 0.254 -0.426 -0.475 0.06
H -0.401 1.435 -3.164 -0.363 0.092 0.090 0.08
H 0.823 0.526 -2.353 -0.502 -0.083 0.510 0.08
H -1.286 1.792 -0.802 0.544 -0.132 -0.102 0.14
H -2.528 -0.724 -1.918 -0.003 -0.515 -0.402 0.12
H 3.597 -2.630 4.693 0.336 -0.640 0.329 0.02
H 2.284 -3.120 5.502 0.824 0.009 -0.297 0.04
O 2.684 -2.472 4.905 -1.163 0.634 -0.036 -0.06